Here is a structure of composition C30H43BrMnN2P2 in a non-equilibrium geometry from the Open Molecules 2025 dataset. Energies are from the ωB97M-V functional and the def2-TZVPD basis.

* LUMO energy (alpha / beta): -5.72 / -7.51 eV
* energy: -5685.41362 Ha
* ⟨S²⟩: 8.947
* charge: +2
* spin multiplicity: 6

XYZ file:
```
79
Properties=species:S:1:pos:R:3:mulliken_charge:R:1
C -1.059 5.583 -2.338 -0.351
C -1.388 4.328 -2.897 0.601
C -1.611 4.260 -4.284 -0.528
C -1.401 5.407 -5.066 -0.348
N -1.052 6.562 -4.514 -0.534
C -0.885 6.685 -3.187 -0.386
C -1.347 3.121 -2.120 0.410
C -0.831 2.579 -1.059 0.285
C 0.118 1.841 -0.326 0.335
C 1.014 2.411 0.612 -1.043
C 1.965 1.635 1.217 -1.179
C 1.738 0.125 1.312 0.631
C 0.920 -0.386 0.193 -0.999
C 0.293 0.469 -0.663 -0.505
Mn -1.941 1.195 -1.932 -0.607
P 3.217 -1.048 1.198 0.853
H -1.864 3.313 -4.756 0.343
H -0.867 5.701 -1.280 0.406
H -1.501 5.337 -6.153 0.368
H -0.567 7.662 -2.797 0.365
H 0.076 0.110 -1.710 1.463
H 0.940 3.489 0.777 0.597
H 0.812 -1.464 0.075 -0.362
H 2.805 2.036 1.782 0.555
C 2.782 -2.555 2.123 -0.608
C 3.531 -3.853 1.828 -1.342
H 1.707 -2.716 1.959 0.369
H 2.897 -2.291 3.187 0.499
H 3.165 -4.640 2.492 0.448
H 3.345 -4.200 0.805 0.321
H 4.608 -3.770 1.993 0.301
C 3.672 -1.507 -0.505 -0.679
C 3.959 -0.340 -1.448 -1.199
H 2.879 -2.152 -0.920 0.441
H 4.574 -2.132 -0.396 0.652
H 4.145 -0.740 -2.457 0.409
H 3.108 0.348 -1.523 0.163
H 4.848 0.223 -1.145 0.377
C 4.604 -0.178 1.972 -0.507
C 5.851 -1.065 2.049 -1.235
H 4.252 0.129 2.972 0.500
H 4.783 0.744 1.393 0.485
H 6.697 -0.446 2.370 0.392
H 5.723 -1.868 2.789 0.329
H 6.118 -1.516 1.082 0.360
Br 0.788 -0.083 3.023 0.067
P -2.474 -2.230 -1.225 -0.452
C -0.792 -2.981 -1.108 0.565
C -0.878 -4.493 -1.299 -1.427
H -0.378 -2.790 -0.111 -0.487
H -0.141 -2.511 -1.861 0.473
H 0.131 -4.921 -1.359 0.404
H -1.403 -4.958 -0.446 0.292
H -1.420 -4.730 -2.212 0.391
C -2.663 -1.769 0.548 0.495
C -3.567 -2.823 1.175 -1.350
H -3.075 -0.761 0.654 0.136
H -1.689 -1.712 1.045 -0.040
H -3.544 -2.764 2.262 0.350
H -4.595 -2.674 0.835 0.372
H -3.269 -3.840 0.888 0.353
C -2.479 -0.858 -2.402 1.497
C -3.108 -1.149 -3.777 -1.294
H -1.420 -0.569 -2.569 -0.214
H -3.115 -0.077 -1.851 0.082
H -3.348 -0.197 -4.263 0.349
H -2.402 -1.680 -4.434 0.348
H -4.028 -1.735 -3.669 0.413
C -3.555 2.035 4.602 -0.265
C -3.436 2.708 3.379 -0.802
C -3.167 1.969 2.216 -0.077
N -2.916 0.660 2.249 0.013
C -2.936 0.025 3.421 -0.160
C -3.333 0.654 4.617 -0.904
H -3.849 2.569 5.512 0.411
H -3.539 3.786 3.287 0.388
H -3.132 2.462 1.242 0.387
H -2.638 -1.028 3.415 0.452
H -3.465 0.040 5.513 0.389
```


Here is a structure of composition C34H39N5O3P2SSn in a non-equilibrium geometry from the Open Molecules 2025 dataset. Energies are from the ωB97M-V functional and the def2-TZVPD basis.

* LUMO energy: -0.30 eV
* energy: -3113.60493 Ha
* charge: 0

XYZ file:
```
85
Properties=species:S:1:pos:R:3:mulliken_charge:R:1
Sn -0.475 -1.557 0.046 0.794
C -1.310 1.929 -0.728 -0.839
C -1.536 0.943 -1.609 -1.000
C -0.986 0.843 -3.004 -0.246
C 0.308 0.001 -3.158 -0.173
C 1.338 0.149 -2.069 -0.788
C 1.549 1.256 -1.341 -0.025
C 0.996 2.610 -1.640 -0.866
C -0.263 2.982 -0.812 -0.863
C 1.526 -1.541 0.977 -1.326
H -1.977 2.035 0.129 0.691
H -2.264 0.159 -1.355 0.853
H -0.837 1.835 -3.463 0.310
H -1.756 0.335 -3.611 0.445
H 0.027 -1.064 -3.231 0.358
H 0.762 0.260 -4.134 -0.196
H 1.993 -0.725 -1.936 0.605
H 2.195 1.220 -0.453 0.293
H 0.781 2.729 -2.711 0.339
H 1.769 3.344 -1.357 0.436
H 0.049 3.228 0.217 0.361
H -0.682 3.911 -1.235 0.347
H 1.484 -1.076 1.968 0.278
H 2.213 -0.970 0.339 0.320
H 1.836 -2.594 1.067 0.468
P 1.275 -1.185 -8.545 -0.079
P -1.712 -0.650 -8.177 -0.274
N 2.728 -0.216 -8.411 0.329
N 2.067 -2.431 -9.522 0.331
N -1.996 1.062 -7.905 0.469
N -3.388 -1.017 -8.529 0.363
C 0.447 -0.234 -9.904 -0.641
C -1.066 -0.528 -9.919 -1.027
C 3.089 0.431 -7.220 -0.381
C 4.121 1.316 -7.491 -0.590
C 4.407 1.224 -8.895 -0.651
C 3.538 0.287 -9.435 -0.123
C 2.239 -3.736 -9.035 -0.456
C 2.683 -4.547 -10.069 -0.571
C 2.799 -3.726 -11.238 -0.784
C 2.429 -2.439 -10.870 -0.067
C -1.829 1.645 -6.641 -0.384
C -1.945 3.026 -6.762 -0.372
C -2.185 3.313 -8.148 -1.091
C -2.221 2.094 -8.818 -0.144
C -4.320 -0.319 -9.307 -0.112
C -5.406 -1.147 -9.558 -0.612
C -5.134 -2.411 -8.927 -0.537
C -3.899 -2.308 -8.310 -0.420
H 0.876 -0.459 -10.889 0.448
H 0.632 0.833 -9.701 0.459
H -1.604 0.215 -10.525 0.411
H -1.268 -1.519 -10.360 0.496
H 2.568 0.182 -6.308 0.346
H 4.616 1.958 -6.778 0.414
H 5.159 1.781 -9.438 0.434
H 3.425 -0.058 -10.451 0.221
H 2.014 -3.946 -7.999 0.409
H 2.896 -5.607 -10.003 0.399
H 3.103 -4.044 -12.229 0.420
H 2.391 -1.537 -11.465 0.312
H -1.650 1.012 -5.787 0.216
H -1.868 3.746 -5.963 0.465
H -2.312 4.285 -8.596 0.440
H -2.394 1.889 -9.862 0.422
H -4.135 0.699 -9.610 0.273
H -6.288 -0.887 -10.126 0.431
H -5.775 -3.281 -8.934 0.406
H -3.316 -3.012 -7.738 0.363
O -1.661 -2.246 1.875 -0.831
C -1.606 -1.133 2.522 0.868
N -1.112 -0.045 1.888 -0.296
S -0.762 1.232 2.930 1.123
O 0.668 1.425 2.971 -0.609
O -1.617 2.361 2.644 -0.648
C -1.324 0.307 4.351 0.407
C -1.232 0.624 5.706 -0.640
C -1.595 -0.357 6.642 -0.458
C -2.024 -1.629 6.219 -0.471
C -2.133 -1.926 4.865 -0.649
C -1.806 -0.930 3.944 0.038
H -0.890 1.607 6.022 0.429
H -1.532 -0.151 7.714 0.375
H -2.261 -2.392 6.960 0.379
H -2.443 -2.894 4.476 0.448
```


Computed energy relative to the best compared isomer or geometry (same formula, charge and spin) (kcal/mol) in order:
54.3 0.0